Entry 1:
# C12H21NO4

The molecule C12H21NO4 (the ωB97M-V functional and the def2-TZVPD basis, the Open Molecules 2025 dataset).

**SMILES**: CCO[C@H]1OC(C(N)=O)=C[C@@H](C)[C@@H]1CCCO
**Charge**: 0
**Kohn-Sham gap**: 9.62 eV

Last column: natural (NBO) charge in e.
Positions of all 38 atoms, in Å:
C (0.48038, 4.25872, -0.04214)  -0.62
C (-0.26557, 3.02930, -0.53397)  -0.06
H (-0.42744, 3.08640, -1.62221)  0.16
O (0.50820, 1.89018, -0.22809)  -0.55
C (-0.00978, 0.66545, -0.69091)  0.41
C (-0.97622, 0.00539, 0.31144)  -0.27
C (-1.63032, -1.22107, -0.33895)  -0.40
C (-2.79378, -0.87553, -1.27231)  -0.42
C (-4.08035, -0.57395, -0.49734)  -0.06
O (-4.51160, -1.65916, 0.28619)  -0.72
H (-4.63269, -2.42556, -0.28584)  0.46
H (-4.86931, -0.27161, -1.20240)  0.16
H (-3.92297, 0.24382, 0.20890)  0.17
H (-2.55165, -0.01612, -1.89891)  0.20
H (-2.98136, -1.72539, -1.93472)  0.20
H (-2.01950, -1.87562, 0.44377)  0.22
H (-0.86756, -1.77632, -0.88857)  0.22
C (-0.22271, -0.37048, 1.59990)  -0.24
C (1.13103, -0.90482, 1.26180)  -0.20
C (1.68428, -0.77728, 0.05791)  0.18
O (1.07292, -0.15916, -1.01328)  -0.52
C (3.03895, -1.32820, -0.23855)  0.62
O (3.67068, -1.98179, 0.56594)  -0.61
N (3.48938, -1.03687, -1.47752)  -0.81
H (2.93495, -0.46502, -2.08962)  0.41
H (4.40358, -1.34722, -1.75771)  0.40
H (1.70162, -1.39737, 2.03207)  0.24
C (-0.09142, 0.80878, 2.57098)  -0.60
H (0.47257, 1.61281, 2.10780)  0.22
H (-1.07560, 1.17774, 2.85297)  0.20
H (0.43051, 0.48995, 3.46992)  0.21
H (-0.78866, -1.15783, 2.11219)  0.22
H (-1.74983, 0.73840, 0.55703)  0.21
H (-0.52430, 0.83443, -1.65379)  0.16
H (-1.25059, 2.96457, -0.04760)  0.16
H (1.45759, 4.31003, -0.51342)  0.22
H (-0.08407, 5.15472, -0.28427)  0.21
H (0.61872, 4.20279, 1.03386)  0.21


Entry 2:
# C6H8N2O3

The molecule C6H8N2O3 in a non-equilibrium geometry (the ωB97M-V functional and the def2-TZVPD basis, the Open Molecules 2025 dataset).

**SMILES**: N/C=C/[C@H]1C=CC(O)=[N+]([O-])O1
**Charge**: 0
**Kohn-Sham gap (alpha / beta)**: 8.27 / 8.27 eV

Last column: natural (NBO) charge in e.
Positions of all 19 atoms, in Å:
C (0.14120, 0.82321, 1.02604)  0.02
C (-0.54419, 1.89971, 0.25297)  -0.16
C (1.28465, 0.24747, 0.13263)  -0.33
C (-1.70490, 1.54171, -0.40044)  -0.27
C (1.64693, -1.01410, 0.08755)  0.02
C (-2.15899, 0.20187, -0.30901)  0.39
N (2.77834, -1.48306, -0.68632)  -0.81
N (-1.52314, -0.68189, 0.43851)  0.29
O (-0.74229, -0.16421, 1.55525)  -0.35
O (-1.61257, -1.90193, 0.31849)  -0.52
O (-2.89758, -0.34221, -1.31330)  -0.65
H (0.65352, 1.08906, 1.94962)  0.22
H (-0.00868, 2.88168, 0.25430)  0.23
H (1.91053, 1.04720, -0.34777)  0.20
H (-2.16867, 2.05095, -1.29450)  0.25
H (1.12152, -1.82963, 0.41776)  0.21
H (3.44739, -0.72226, -0.73827)  0.37
H (3.10736, -2.32890, -0.24267)  0.37
H (-2.73044, -1.31467, -1.10085)  0.51


Entry 3:
# C9H17Br2CrN4O3S5

A structure of composition C9H17Br2CrN4O3S5 in a non-equilibrium geometry (the ωB97M-V functional and the def2-TZVPD basis, the Open Molecules 2025 dataset).

**⟨S²⟩**: 6.057
**Charge**: -1
**Kohn-Sham gap (alpha / beta)**: 7.86 / 6.75 eV
**2S+1**: 5

Last column: Mulliken spin population.
Positions of all 41 atoms, in Å:
Cr (-0.59643, 1.65103, 2.28356)  3.22
Br (-0.33728, 4.12057, 2.69237)  0.29
C (-2.62726, 1.67630, 2.68372)  -0.18
Br (-3.79749, 1.07787, 1.20896)  0.01
H (-2.98746, 2.67173, 2.91970)  0.00
H (-2.85500, 1.00742, 3.50753)  0.02
C (1.70689, 0.26956, -4.06918)  0.00
C (2.55886, 0.09915, -2.80837)  0.00
S (1.71504, 0.56435, -1.27382)  0.00
C (1.62401, -0.99932, -0.36748)  -0.01
C (0.60097, -2.00440, -0.89853)  0.00
S (-1.13336, -1.44327, -0.80943)  0.01
C (-1.65123, -1.45946, -2.54849)  0.00
C (-1.01714, -0.38502, -3.44054)  0.00
S (0.45513, -1.01750, -4.31796)  0.00
H (2.34492, 0.20550, -4.95318)  0.00
H (1.21095, 1.24038, -4.08348)  0.00
H (3.44071, 0.73935, -2.87831)  0.00
H (2.89266, -0.93464, -2.71677)  0.00
H (1.41118, -0.71042, 0.66316)  0.01
H (2.61952, -1.44724, -0.38198)  0.00
H (0.65291, -2.91606, -0.30253)  0.00
H (0.81078, -2.24460, -1.93653)  0.00
H (-2.72755, -1.28814, -2.47482)  0.00
H (-1.49601, -2.45740, -2.96555)  0.00
H (-0.70143, 0.46600, -2.84229)  0.00
H (-1.72377, -0.04735, -4.19830)  0.00
N (-0.76067, -0.26387, 1.97959)  -0.10
C (-0.78670, -1.31290, 2.51755)  0.04
N (-0.81848, -2.50781, 2.92711)  0.02
C (-1.14486, -3.10027, 4.06916)  0.00
N (-1.41651, -3.70646, 5.02525)  0.01
N (-0.91306, 1.99430, 0.22831)  -0.05
H (-0.03794, 2.26461, -0.19710)  0.00
H (-1.60625, 2.68886, 0.01274)  0.01
H (-1.18669, 1.10518, -0.17543)  0.00
O (1.94278, -0.12352, 3.13371)  0.03
S (1.67672, 1.15692, 3.75305)  0.02
O (0.22085, 1.36537, 4.12025)  -0.01
O (2.57668, 1.53865, 4.80251)  0.00
S (1.86098, 2.46653, 2.11185)  0.67


Entry 4:
# H2NO5PS

The molecule H2NO5PS in a non-equilibrium geometry (the ωB97M-V functional and the def2-TZVPD basis, the Open Molecules 2025 dataset).

**Charge**: 0
**Kohn-Sham gap**: 12.12 eV

Last column: natural (NBO) charge in e.
Positions of all 10 atoms, in Å:
N (-0.42089, -0.04133, 0.38562)  -1.19
O (-0.60734, 1.75846, 2.33312)  -0.99
O (1.84606, 3.72148, -0.43787)  -0.89
O (1.60562, 1.71180, -1.75419)  -0.90
O (-0.22657, 2.48504, -0.21441)  -0.94
O (1.63452, 1.55820, 0.65065)  -0.93
P (-0.12870, 1.39362, 1.00264)  2.40
S (1.36824, 2.39781, -0.58599)  2.56
H (0.06954, -0.15276, -0.43467)  0.43
H (-1.13749, -0.61487, 0.75271)  0.45


Entry 5:
# C3H10HgO3P

A structure of composition C3H10HgO3P in a non-equilibrium geometry (the ωB97M-V functional and the def2-TZVPD basis, the Open Molecules 2025 dataset).

**⟨S²⟩**: 0.761
**Charge**: 0
**Kohn-Sham gap (alpha / beta)**: 6.39 / 9.07 eV
**2S+1**: 2

Last column: Mulliken spin population.
Positions of all 18 atoms, in Å:
Hg (0.60673, -0.57756, -2.36720)  0.45
C (0.23103, 0.02204, 2.56430)  0.03
O (0.68533, -0.92726, 1.60960)  0.00
P (0.60673, -0.57756, 0.03010)  0.15
O (1.01393, 0.98834, 0.07780)  0.00
C (1.10833, 1.64794, -1.17580)  0.05
O (-0.99697, -0.39716, -0.10650)  -0.02
C (-1.74337, -1.59136, -0.29070)  0.00
H (0.22813, -0.46526, 3.54440)  0.00
H (-0.79037, 0.36024, 2.35920)  0.00
H (0.91223, 0.87754, 2.62340)  0.00
H (1.41503, 2.68214, -0.99180)  0.00
H (0.13973, 1.67064, -1.68810)  -0.01
H (1.86563, 1.18074, -1.81570)  0.01
H (-2.79937, -1.31916, -0.38230)  0.00
H (-1.64227, -2.26186, 0.57020)  0.00
H (-1.44717, -2.10686, -1.21140)  0.03
H (0.60673, 0.79434, -3.34950)  0.33


Entry 6:
# C13H13N

The molecule C13H13N in a non-equilibrium geometry (the ωB97M-V functional and the def2-TZVPD basis, the Open Molecules 2025 dataset).

**SMILES**: C[C@]12[C@@H]3C=Cc4ccccc4N1[C@@]32C
**Charge**: 0
**Kohn-Sham gap**: 8.71 eV

Last column: natural (NBO) charge in e.
Positions of all 27 atoms, in Å:
C (3.57002, -0.07465, 0.23223)  -0.23
C (3.09565, -1.32637, -0.01061)  -0.20
C (2.71849, 1.02260, 0.15614)  -0.17
C (1.71612, -1.55495, -0.06729)  -0.22
C (1.33162, 0.79822, 0.15892)  -0.13
C (0.85940, -0.51513, 0.08122)  0.20
C (0.42980, 2.03248, 0.07938)  -0.19
C (-0.91960, 2.06254, -0.13654)  -0.21
C (-1.90962, 0.98192, -0.05674)  -0.31
C (-1.72662, -0.34811, -0.74902)  0.20
C (-1.69549, -0.33074, 0.71503)  0.14
C (-1.85957, -0.81889, -2.09165)  -0.64
C (-2.22166, -0.72819, 2.00942)  -0.64
N (-0.44218, -1.01269, 0.27330)  -0.45
H (4.63348, 0.20035, 0.22186)  0.21
H (3.71591, -2.08056, -0.29727)  0.20
H (3.08446, 2.08586, 0.09245)  0.21
H (1.45339, -2.53245, -0.37902)  0.22
H (1.04707, 2.88715, 0.04399)  0.20
H (-1.11565, 3.11617, -0.30472)  0.22
H (-2.97378, 1.27023, -0.11093)  0.22
H (-1.64353, -1.78388, -1.97278)  0.24
H (-1.04274, -0.19747, -2.65220)  0.23
H (-2.86104, -0.52259, -2.50443)  0.23
H (-1.58868, -0.72385, 2.82638)  0.24
H (-2.64437, -1.71871, 1.99049)  0.23
H (-3.01087, -0.18829, 2.45240)  0.22


no.,calculated total energy (Eh)
1,-825.5660
2,-568.4792
3,-8981.4667
4,-1171.7657
5,-840.6821
6,-557.7219